Here is a structure of composition C32H26KN6O4S in a non-equilibrium geometry from the OMol25 dataset. Energies are from ωB97M-V/def2-TZVPD.

```
70
Properties=species:S:1:pos:R:3:mulliken_charge:R:1
K 1.42644 -0.47079 -1.40961 0.590
C -2.77983 -5.13543 -1.40449 -0.371
C -1.79941 -5.81098 -2.12453 -0.568
C -0.55215 -5.24099 -2.31882 -0.248
C -0.26590 -3.97770 -1.79277 -0.146
C -1.25380 -3.30171 -1.08076 -0.051
C -2.49851 -3.88115 -0.88318 -0.730
N 0.96522 -3.29459 -2.00187 0.442
N 1.91664 -4.04396 -2.24895 -0.529
C 3.19169 -3.47755 -2.46643 0.661
C 4.04029 -4.28704 -3.24694 -0.442
C 5.35500 -3.91845 -3.44893 -0.468
C 5.82606 -2.73838 -2.87485 -0.515
C 4.95547 -1.92659 -2.15240 -0.490
C 3.62361 -2.27326 -1.86746 -0.660
H -3.75924 -5.57850 -1.26720 0.361
H -2.01111 -6.78765 -2.54478 0.344
H 0.21992 -5.74904 -2.87866 0.437
H -1.03030 -2.31665 -0.68095 0.496
H -3.25656 -3.34222 -0.32820 0.407
H 3.63249 -5.17227 -3.73136 0.323
H 6.00978 -4.54446 -4.04420 0.326
H 6.87151 -2.46380 -2.99081 0.336
H 5.34322 -0.98245 -1.76810 0.294
C -4.87158 2.04667 1.88944 -1.560
C -3.45607 2.35222 2.30407 0.788
C -2.73110 3.37476 1.70288 -0.613
C -1.39497 3.57739 1.99742 -0.656
C -0.73272 2.76273 2.91383 0.849
N 0.63659 3.03315 3.13416 0.006
C 1.54703 2.53512 4.02826 0.276
O 2.46223 3.22063 4.45391 -0.704
N 1.42930 1.21529 4.43772 -0.011
C 1.12482 0.05222 3.70344 0.103
C 0.87914 -1.11661 4.41362 -0.318
C 0.56424 -2.27615 3.73143 -0.717
C 0.52252 -2.23909 2.34869 -0.350
N 0.79362 -1.13683 1.65652 -0.063
C 1.07492 -0.00909 2.30935 -0.388
C -1.47292 1.79574 3.58881 -0.382
C -2.80894 1.59290 3.26929 -0.848
H -5.30664 2.87829 1.33407 0.364
H -5.50584 1.83283 2.75149 0.393
H -4.88051 1.16941 1.23760 0.283
H -3.21588 4.01791 0.97678 0.288
H -0.84278 4.36179 1.49264 0.270
H 0.98382 3.84324 2.64772 0.175
H 1.98612 1.04850 5.25735 0.261
H 0.92095 -1.10473 5.49736 0.422
H 0.35511 -3.19362 4.26501 0.381
H 0.29573 -3.12718 1.76752 0.415
H 1.25736 0.86999 1.69730 0.469
H -1.02886 1.19868 4.36906 0.487
H -3.35664 0.81266 3.78734 0.365
O 2.32449 2.32261 -2.16344 -0.776
S 1.34073 2.83178 -1.22934 1.454
O 1.85370 3.66502 -0.16896 -0.731
N 0.43586 1.63117 -0.67950 -0.318
C -0.78190 1.59093 -1.26022 0.305
O -1.60215 0.68244 -1.15569 -0.812
C -1.04371 2.81432 -2.11095 0.432
C -2.20358 3.13891 -2.78654 -0.473
C -2.23963 4.33237 -3.49770 -0.582
C -1.12790 5.17270 -3.53853 -0.402
C 0.04394 4.83321 -2.87150 -0.751
C 0.05572 3.65084 -2.16080 0.127
H -3.05674 2.47189 -2.74865 0.514
H -3.13944 4.61640 -4.02827 0.394
H -1.17565 6.09842 -4.09719 0.392
H 0.91770 5.47377 -2.91059 0.447
```

The lowest unoccupied orbital energy comes out at 2.38 eV. The calculation puts the HOMO-LUMO gap at 6.253 eV. For the largest force on an atom, the calculation gives 0.029 Eh/bohr. The total charge is -1.


Here is a structure of composition C32H27B2Br4F4N4O6SbV in a non-equilibrium geometry from the OMol25 dataset. Energies are from ωB97M-V/def2-TZVPD.

```
81
Properties=species:S:1:pos:R:3:mulliken_charge:R:1
V -0.27729 -0.33263 -0.85498 -0.997
C -0.76464 4.01874 -0.66271 -1.773
C -0.57842 2.56428 -0.41949 0.589
N -0.32266 1.68722 -1.32484 1.116
O -0.12010 2.07283 -2.58187 -0.581
B 0.23962 0.85116 -3.40893 0.451
F 1.11458 0.08046 -2.56311 -0.252
F 0.75871 1.23277 -4.57906 -0.299
O -0.99729 0.02490 -3.65166 -0.569
N -1.46464 -0.41392 -2.47214 1.172
C -2.58155 -1.03229 -2.38361 0.249
C -3.47458 -1.32676 -3.53221 -1.940
C -2.86304 -1.48926 -0.98308 0.694
N -2.00293 -1.07411 -0.12491 0.630
O -2.06268 -1.60344 1.13347 -0.492
B -1.78355 -0.68849 2.25770 0.028
F -1.64214 -1.45620 3.36844 -0.199
F -2.66282 0.35342 2.31371 -0.264
O -0.34317 0.02665 2.12243 -0.163
N -0.28078 0.69887 0.90660 0.595
C -0.62616 1.94478 0.92367 0.397
C -0.98323 2.73229 2.13024 -2.151
C -3.99804 -2.38393 -0.64032 -1.595
H -0.70003 4.22800 -1.72623 0.473
H -0.00084 4.60209 -0.14548 0.336
H -1.73822 4.34159 -0.29026 0.367
H -3.12468 -0.80786 -4.41962 0.394
H -4.49883 -1.02532 -3.30904 0.436
H -3.48055 -2.39986 -3.73479 0.377
H -0.77501 2.20453 3.05311 0.372
H -2.05969 2.92169 2.11481 0.405
H -0.47685 3.69725 2.10398 0.495
H -4.41160 -2.85359 -1.52840 0.489
H -4.78520 -1.80530 -0.15167 0.319
H -3.67117 -3.14641 0.06410 0.328
Br 2.74396 -6.42516 -2.21822 -0.151
C 2.48975 -4.86076 -1.21578 0.463
C 3.30482 -4.55526 -0.13119 0.109
Br 4.69312 -5.73057 0.34927 -0.165
C 3.09300 -3.38479 0.61052 0.492
Br 4.23224 -3.00001 2.06745 -0.072
C 2.05655 -2.51183 0.29491 -0.617
O 1.74264 -1.36020 0.91511 -0.281
C 1.26161 -2.84480 -0.80753 -0.208
O 0.25461 -2.00982 -1.07106 0.765
C 1.45933 -3.98446 -1.55907 -0.416
Br 0.28860 -4.28833 -2.99810 -0.114
C 0.40239 0.40900 7.52075 -0.647
C 1.22934 1.22087 6.76000 -0.772
C 1.50270 0.89194 5.43978 -0.661
C 0.93605 -0.25138 4.86726 1.197
C 0.11856 -1.07162 5.64990 -0.742
C -0.14642 -0.73827 6.96836 -0.892
Sb 1.48912 -0.90901 2.93877 3.177
C 1.24831 -2.95306 3.27266 1.125
C 1.86586 -3.52224 4.38276 -0.919
C 1.70595 -4.87650 4.62638 -0.767
C 0.91544 -5.64221 3.77895 -0.775
C 0.27110 -5.05844 2.69871 -0.954
C 0.43243 -3.70481 2.43585 -0.312
C 2.80521 0.65709 2.40273 1.641
C 2.26606 1.93213 2.54114 -0.897
C 2.97319 3.05504 2.13250 -0.944
C 4.24322 2.91076 1.60052 -0.808
C 4.79610 1.64588 1.48160 -0.789
C 4.08513 0.52111 1.87499 -0.846
H 0.19496 0.66484 8.55118 0.408
H 1.67601 2.10411 7.19630 0.454
H 2.18778 1.51450 4.88527 0.511
H -0.32772 -1.96271 5.23102 0.354
H -0.78371 -1.37656 7.56538 0.442
H 2.48238 -2.93037 5.04932 0.530
H 2.19732 -5.33384 5.47412 0.482
H 0.79396 -6.69975 3.97056 0.436
H -0.35591 -5.65798 2.05235 0.475
H -0.08525 -3.25262 1.59925 0.253
H 1.29977 2.06249 2.98865 0.458
H 2.53846 4.03996 2.25190 0.493
H 4.80371 3.78183 1.28909 0.443
H 5.78989 1.52710 1.07153 0.470
H 4.52870 -0.44912 1.74210 0.133
```

The lowest unoccupied orbital energy (spin up / spin down) comes out at -4.22 / -4.23 eV. The calculation puts the HOMO-LUMO gap (spin up / spin down) at 6.467 / 6.455 eV. For the largest force on an atom, the calculation gives 0.024 Eh/bohr. The total charge is +1.


Here is a structure of composition C32H27BrCl4F4GaN3O2PS3 in a non-equilibrium geometry from the OMol25 dataset. Energies are from ωB97M-V/def2-TZVPD.

```
78
Properties=species:S:1:pos:R:3:mulliken_charge:R:1
Ga -0.10620 -0.48250 0.63344 0.191
Cl -0.67657 3.90907 5.59188 -0.198
C -0.12696 2.86826 4.37363 0.247
C 1.28821 2.75249 4.16315 0.572
Cl 2.40445 3.26006 5.30170 -0.202
C 1.78154 2.04861 3.06380 0.237
Cl 3.47772 1.98917 2.67653 -0.184
C 0.93632 1.30634 2.22449 -0.709
O 1.40880 0.61893 1.19818 0.000
C -0.48469 1.32626 2.51326 -0.115
O -1.22468 0.51781 1.81292 0.358
C -0.95464 2.16904 3.52544 0.251
Cl -2.71754 2.34817 3.64641 -0.218
F 0.18399 -2.20118 -7.18045 -0.261
C 0.50704 -1.73151 -5.95482 -0.030
C 1.53765 -0.78753 -5.76804 0.559
F 2.12980 -0.15852 -6.79663 -0.291
C 2.08885 -0.56186 -4.51375 0.494
F 3.08797 0.36886 -4.45998 -0.378
C 1.48241 -1.10779 -3.38634 -0.305
P 1.78133 -0.49302 -1.71553 0.593
C 3.55323 -0.65850 -1.49156 0.303
C 4.26002 -1.62520 -2.22978 -0.383
C 5.62951 -1.80031 -2.04866 -0.579
C 6.34350 -1.06620 -1.04743 -0.622
C 5.60822 -0.21913 -0.25876 -0.783
C 4.19776 -0.13648 -0.33014 0.427
C 1.64312 1.32077 -2.09911 1.047
C 0.82916 1.71586 -3.20530 -0.130
C 0.88058 3.01060 -3.68214 -0.969
C 1.63199 4.00782 -3.01565 -0.793
C 2.33626 3.64991 -1.87378 -0.746
C 2.32249 2.33246 -1.38917 -0.406
C 0.53044 -2.13848 -3.56718 -0.301
Br -0.11629 -3.20059 -2.18091 -0.004
C 0.09616 -2.45914 -4.86163 0.583
F -0.59237 -3.58235 -5.06518 -0.306
H 3.75622 -2.35425 -2.93446 0.249
H 6.13745 -2.54662 -2.61700 0.448
H 7.43562 -1.07333 -0.98127 0.377
H 6.07947 0.34188 0.55011 0.398
H 3.58439 0.49192 0.33355 -0.460
H 0.20802 0.94942 -3.64175 0.690
H 0.23961 3.27752 -4.53813 0.430
H 1.61702 5.03651 -3.28840 0.450
H 2.97130 4.34325 -1.34008 0.468
H 2.86663 2.11933 -0.47452 0.154
C -4.71600 -1.00208 2.66463 -0.631
C -4.21258 -2.31576 2.02888 -0.821
N -2.85412 -2.34922 1.55556 0.136
C -1.69785 -2.46231 2.29299 0.575
S -0.17062 -2.63094 1.50137 -0.484
N -1.78619 -2.36041 3.61121 0.135
C -0.66618 -2.58681 4.55458 -0.593
C -0.87797 -3.97207 5.23492 -1.069
H -5.78804 -0.97549 2.81021 0.433
H -4.45627 -0.07529 2.17231 -0.057
H -4.25606 -0.92670 3.68467 0.257
H -4.80456 -2.54500 1.09073 0.413
H -4.35798 -3.17853 2.68854 0.359
H -2.63920 -2.39528 0.58656 0.144
H -2.66024 -2.16175 4.06804 0.130
H -0.58840 -1.71304 5.24839 0.399
H 0.22593 -2.64631 3.94656 0.329
H -1.84470 -3.99515 5.84320 0.315
H -0.08709 -4.14766 6.04120 0.366
H -0.80648 -4.72978 4.42536 0.279
S -1.77310 -0.50623 -1.25086 -0.264
C -2.92850 0.76823 -1.10229 0.353
N -3.27321 1.54458 -0.09104 0.176
C -4.30903 2.56499 -0.25592 -0.666
C -4.63977 2.56733 -1.76590 -0.404
S -3.67624 1.26801 -2.55751 -0.052
H -3.00147 1.35389 0.90863 -0.236
H -3.89508 3.55181 0.14924 0.318
H -5.16048 2.46353 0.42846 0.330
H -4.44736 3.59821 -2.18546 0.330
H -5.70545 2.29939 -1.99821 0.347
```

The lowest unoccupied orbital energy comes out at -3.22 eV. The calculation puts the HOMO-LUMO gap at 6.660 eV. For the largest force on an atom, the calculation gives 0.063 Eh/bohr. The total charge is +1.